C22H34BrCl8F2N5O3P | the ωB97M-V functional and the def2-TZVPD basis

Properties
HOMO level in eV: -2.4
E in eV: -221881.471
Charge: -1
E_LUMO in eV: -1.12

Geometry (Å):
Br -5.20948 -0.05841 0.29947
Cl 1.36908 4.77978 2.88001
Cl -0.74760 6.37061 1.67415
Cl -1.50649 -1.82869 2.79909
Cl 4.65905 -7.99992 1.33311
Cl 7.07628 -8.90819 -0.01436
Cl 6.50476 -6.05932 0.18812
Cl -1.41092 4.25873 3.56235
Cl -0.41122 3.58209 0.91501
P -2.21805 0.10510 2.12999
F 1.19984 -10.08174 2.26725
F 2.99984 -9.60712 1.97621
O 3.70079 7.20943 4.12473
O -1.27754 11.59667 3.03033
O -1.20712 1.30579 2.88442
N 0.69606 10.63227 3.53140
N -5.60565 -4.18876 -0.31163
N -0.58710 0.02792 -2.13991
N -1.06001 9.35878 2.88562
N 1.14208 -1.16425 0.84502
C -0.59783 0.10578 -0.60028
C 4.73916 7.60240 3.24628
C -3.33418 -0.08722 -2.28170
C -4.79143 -1.85905 -3.58980
C 6.35768 -7.63450 0.98619
C -4.69607 -0.22807 -3.23353
C -0.59100 10.59326 3.14197
C 0.41691 -2.76916 -2.74172
C -5.64916 -2.71310 -2.47850
C 1.01433 -4.26298 -2.34266
C -4.71642 -3.48831 -1.35736
C 0.73327 0.01058 -2.93867
C -2.01963 0.07280 0.22045
C -1.85484 -0.05600 -2.98969
C 2.97026 -1.51484 -2.03409
C 3.56551 -3.01549 -1.63381
C 3.26080 -5.78535 -1.29599
C -3.44622 -0.02148 -0.64695
C 2.56594 -4.34733 -1.77615
C -0.30015 4.74780 2.25785
C 1.42007 -1.46819 -2.56561
C 0.78650 0.22528 0.31343
H -6.40016 -2.02957 -1.89427
H -4.10343 -4.37067 -1.87136
H 0.34387 -5.24593 -2.42353
H 0.72399 1.04967 1.14627
H -5.30582 -1.96781 -4.63692
H -1.74747 -0.09962 -4.17190
H -4.62512 0.42936 -4.22024
H -5.96000 -3.48140 0.37804
H 1.08841 11.54242 3.73445
H 5.64363 7.03202 3.47160
H 0.49311 -0.02337 -4.08681
H -2.02450 9.28486 2.58957
H 3.58703 -0.51258 -1.94639
H -3.94552 -2.78645 -0.82542
H -5.00735 -4.84796 0.26048
H 4.66511 -3.13308 -1.21496
H 1.44474 0.90673 -2.62774
H 1.11916 -1.17844 1.88916
H 3.10764 -5.94809 -0.12334
H -6.27068 -3.56358 -3.03709
H 4.43080 7.42390 2.21328
H 2.81283 -6.65675 -1.93738
H 0.35833 -1.77500 0.50535
H 1.27738 9.81700 3.62925
H -0.62066 0.77061 3.52658
H -0.51009 8.52080 2.97189
H 6.90141 -7.59275 1.93343
H 1.70770 0.53704 -0.37759
H 3.54610 6.26069 3.97830
H 4.43617 -5.67526 -1.43586
H -0.69670 -2.59530 -3.13527
H -3.67388 -2.24030 -3.56058
H -5.67469 0.04368 -2.60692
H 4.93854 8.66747 3.38580

Atoms 1-2, force components in eV/Å:
2.0 0.0 -1.1
-0.3 0.0 -0.1

Löwdin atomic charge list, values in e, 8 entries: atom 1 (Br): 0.549, atom 2 (Cl): 0.524, atom 3 (Cl): 0.547, atom 4 (Cl): 0.103, atom 5 (Cl): 0.628, atom 6 (Cl): 0.502, atom 7 (Cl): 0.504, atom 8 (Cl): 0.547

C18H19F3N6ORuS2Se | the ωB97M-V functional and the def2-TZVPD basis

Properties
HOMO level (alpha / beta) in eV: -4.3 / -4.7
E in eV: -127715.367
Charge: -1
Multiplicity: 6
⟨S²⟩: 8.765
Relative energy (zero: lowest compared OMol25 entry of this formula, charge and spin) in kcal per mole: 0.0
E_LUMO (alpha / beta) in eV: 2.01 / 1.58

Geometry (Å):
Ru -0.11715 -0.36587 0.20464
Se 2.23695 1.30467 -0.88668
S -2.51485 -1.47628 0.33784
S 0.65150 -2.80371 -1.02295
F -0.17675 -4.62880 -3.66861
F 1.83445 -3.84628 -3.79468
F 0.52876 -3.75004 -5.50624
O -1.01868 1.37953 0.11670
N -4.14530 -0.67083 2.25793
N 1.77787 -0.97016 1.53521
N 2.76257 -0.07288 -3.49624
N -0.37631 -0.67042 -2.03872
N -0.67904 -0.62966 2.37084
N -1.95689 -0.45454 2.79463
C 2.65870 -0.89813 3.76357
C -0.45591 -1.39454 -4.65796
C -0.93662 -0.14734 -4.26866
C -0.92705 3.65342 -0.49149
C -0.86626 0.17012 -2.92899
C 0.56745 -3.61322 -4.15648
C 1.60919 -0.78310 2.85580
C 0.09169 -1.88684 -2.36014
C 4.05345 -1.50851 1.91621
C 2.56035 0.45613 -2.48903
C 3.89760 -1.26670 3.27363
C -0.09428 2.87958 1.75176
C -2.55054 2.79690 1.23637
C -1.13813 2.66869 0.66079
C 0.23906 -0.52921 3.26515
C 0.05860 -2.26925 -3.72395
C -2.83310 -0.83326 1.88515
C 2.96634 -1.33341 1.07000
H -0.97810 4.68785 -0.14451
H 2.50132 -0.72235 4.81667
H 5.00299 -1.80591 1.49853
H -0.46716 -1.68173 -5.69902
H 3.02339 -1.47522 -0.00089
H -0.27835 2.20702 2.58934
H 0.04282 3.47808 -0.95594
H -4.81972 -1.18101 1.71570
H -4.30817 -0.61071 3.25033
H -1.18722 1.12283 -2.51751
H -0.01023 -0.31193 4.29995
H -2.72844 3.80809 1.61036
H -3.28546 2.57976 0.46262
H -0.13826 3.90475 2.12841
H -1.70456 3.51080 -1.24102
H 4.73638 -1.37349 3.94749
H -1.32986 0.55526 -4.98541
H 0.91259 2.70834 1.36612
H -2.69163 2.09346 2.05341

Atoms 1-2, force components in eV/Å:
0.6 -0.2 -0.9
-0.1 -0.2 -0.3

Löwdin atomic charge list, values in e, 8 entries: atom 1 (Ru): 1.245, atom 2 (Se): 0.489, atom 3 (S): 0.557, atom 4 (S): 0.559, atom 5 (F): 0.115, atom 6 (F): 0.125, atom 7 (F): 0.102, atom 8 (O): -0.417

C4H9N2 | the ωB97M-V functional and the def2-TZVPD basis

Properties
HOMO level in eV: -14.8
E in eV: -7263.850
Charge: +1
Relative energy (zero: lowest compared OMol25 entry of this formula, charge and spin) in kcal per mole: 99.0
E_LUMO in eV: -3.49

Geometry (Å):
N 0.61719 0.29418 0.92396
N -0.98922 -1.61291 0.47485
C -1.42278 -0.50969 -0.45424
C -1.66068 -1.93168 -0.80172
C 0.00052 -0.56916 -0.12337
C 1.23661 1.49940 0.28110
H -1.24923 -2.36973 -1.66288
H -0.07515 0.42681 1.76025
H -2.18729 0.11763 -0.15299
H 1.44328 -0.18176 1.21652
H 0.57986 -0.82800 -0.95787
H -2.66535 -2.16028 -0.60213
H 1.89777 1.01303 -0.57659
H 0.54916 2.28809 -0.19759
H 1.87371 2.08057 0.90572

Atoms 1-2, force components in eV/Å:
-1.8 0.7 -0.1
1.6 1.0 -0.7

Löwdin atomic charge list, values in e, 8 entries: atom 1 (N): 0.058, atom 2 (N): 0.086, atom 3 (C): -0.137, atom 4 (C): -0.060, atom 5 (C): -0.198, atom 6 (C): -0.005, atom 7 (H): 0.106, atom 8 (H): 0.248

C5H9NOS | the ωB97M-V functional and the def2-TZVPD basis

Properties
HOMO level in eV: -8.3
E in eV: -19700.624
Relative energy (zero: lowest compared OMol25 entry of this formula, charge and spin) in kcal per mole: 84.8
E_LUMO in eV: 0.87

Geometry (Å):
S -3.81837 -0.50166 0.22669
O -0.07808 -0.53946 -0.82072
N -1.25438 0.00091 -0.35467
C -1.26263 1.44403 -0.27085
C -2.26126 -0.83488 -0.19780
C 0.85034 -0.76848 0.28869
C 2.27179 -0.87922 -0.20676
C 1.79702 0.37252 0.59653
H -1.97433 -1.90656 -0.37526
H 0.49796 -1.36690 1.10510
H 2.44695 -0.72047 -1.26191
H 2.87809 -1.64382 0.23627
H -2.30621 1.81213 -0.20492
H -0.80499 1.94101 -1.15521
H 2.12126 0.49929 1.62478
H 1.72587 1.32137 0.06309
H -0.82901 1.77020 0.70696

Atoms 1-2, force components in eV/Å:
0.3 0.2 0.0
1.1 -0.7 1.1

Löwdin atomic charge list, values in e, 8 entries: atom 1 (S): 0.566, atom 2 (O): -0.065, atom 3 (N): -0.259, atom 4 (C): -0.042, atom 5 (C): -0.695, atom 6 (C): -0.268, atom 7 (C): -0.061, atom 8 (C): -0.080

C16H17Cl2F5HfO3 | the ωB97M-V functional and the def2-TZVPD basis

Properties
HOMO level in eV: 0.6
E in eV: -62951.856
Charge: -2
Relative energy (zero: lowest compared OMol25 entry of this formula, charge and spin) in kcal per mole: 18.1
E_LUMO in eV: 3.85

Geometry (Å):
Hf 0.62031 1.41085 1.07502
Cl -1.54504 0.68037 0.58095
Cl 0.36756 3.66113 0.61573
F -0.98177 -2.33112 6.95475
F 0.36459 1.96888 5.52738
F -0.86009 -3.26597 4.37786
F 0.11395 -1.58017 2.39929
F -0.35441 0.20342 7.56162
O 2.03747 0.32614 0.36913
O 0.57545 1.10649 2.98776
O 3.15403 3.11060 -0.75951
C -0.47040 -2.00155 4.66565
C 1.77891 -1.76120 -2.25820
C -0.73254 -1.31023 -2.13292
C -0.25136 -0.20197 6.27690
C 0.13106 0.66170 5.27783
C 1.81650 1.34557 -2.63025
C -0.01742 -1.13192 3.68572
C 0.24627 0.23117 3.95917
C -1.16603 -2.66802 -1.79078
C -3.01260 -0.25538 -2.71268
C 0.61923 0.50667 -2.50695
C 0.61039 -0.88065 -2.19710
C -1.56018 -0.21439 -2.51415
C -1.17693 2.30161 -2.99490
C -0.73006 0.92836 -2.69792
C -0.57564 -1.51713 5.96321
H -1.55790 -3.14026 -2.69539
H -3.49435 0.71149 -2.52201
H -3.48667 -1.03239 -2.10031
H 3.27940 3.92224 -0.20674
H 2.88715 -0.05948 0.64693
H -0.36430 3.01129 -2.81349
H 2.66029 0.90129 -2.09045
H -1.95132 -2.68977 -1.02722
H 2.10347 1.49746 -3.68873
H 1.84028 -2.20175 -3.26353
H -0.32930 -3.27279 -1.43266
H -1.52650 2.43522 -4.03425
H 1.69103 2.33531 -2.16366
H -3.19563 -0.50504 -3.76681
H 2.71542 -1.24771 -2.06050
H -1.99343 2.58811 -2.31990
H 1.72113 -2.57646 -1.54386

Atoms 1-2, force components in eV/Å:
0.7 -0.3 -3.3
-0.5 -0.3 0.2

Löwdin atomic charge list, values in e, 8 entries: atom 1 (Hf): 0.985, atom 2 (Cl): 0.087, atom 3 (Cl): -0.028, atom 4 (F): 0.091, atom 5 (F): 0.106, atom 6 (F): 0.103, atom 7 (F): 0.072, atom 8 (F): 0.094

C8H13AsCl3GeNOSSe2Te2Zn | the ωB97M-V functional and the def2-TZVPD basis

Properties
HOMO level in eV: -1.6
E in eV: -371506.027
Charge: -2
Relative energy (zero: lowest compared OMol25 entry of this formula, charge and spin) in kcal per mole: 12.8
E_LUMO in eV: 4.15

Geometry (Å):
Te -3.26380 -0.87987 -3.49016
Te -3.30431 1.59964 -2.37104
Se -2.61678 -1.91907 -1.24691
Se -2.00901 3.13052 -3.78817
As 0.69106 0.01163 -2.08411
Ge -1.63957 -2.98757 1.83007
Zn -2.10337 0.20467 -0.30883
Cl -0.67593 -2.26021 3.85498
Cl -1.47287 -5.28700 2.34723
Cl -3.80891 -2.65330 2.48805
S -2.58492 1.68455 1.55376
O -0.40658 -0.12389 0.79661
N -0.14786 0.63061 1.84388
C 0.49194 2.08769 4.08040
C 0.61337 -0.17093 -4.03970
C -0.74171 2.21204 3.49387
C 2.46487 0.87643 -2.04222
C 1.42983 1.22006 3.51700
C 1.06648 0.50003 2.41265
C 1.31847 -1.80488 -1.71024
C -1.08515 1.48892 2.33560
H 2.41993 1.09219 3.92857
H 1.70088 -0.23388 1.94008
H 1.57150 -0.50782 -4.44838
H 2.37850 1.89820 -2.41344
H -1.49821 2.86515 3.90318
H 1.61795 -1.89139 -0.66532
H 2.84366 0.91152 -1.01889
H -0.16065 -0.89201 -4.29475
H 0.33394 0.78616 -4.48118
H 3.18209 0.33229 -2.66203
H 0.50373 -2.50668 -1.88309
H 0.72701 2.65107 4.97496
H 2.16440 -2.06487 -2.35242

Atoms 1-2, force components in eV/Å:
0.0 -0.2 0.0
-0.2 0.3 0.0

Löwdin atomic charge list, values in e, 8 entries: atom 1 (Te): 0.092, atom 2 (Te): 0.028, atom 3 (Se): -0.246, atom 4 (Se): -0.493, atom 5 (As): 1.046, atom 6 (Ge): -0.073, atom 7 (Zn): -0.081, atom 8 (Cl): -0.216

Q: What is the E in the first record?
A: -221881.471 eV

Q: The lowest E belongs to which entry?
A: C8H13AsCl3GeNOSSe2Te2Zn

Q: Which value of E does entry 6 give?
A: -371506.027 eV

Copy entry 2 word for word.
C18H19F3N6ORuS2Se | the ωB97M-V functional and the def2-TZVPD basis

Properties
HOMO level (alpha / beta) in eV: -4.3 / -4.7
E in eV: -127715.367
Charge: -1
Multiplicity: 6
⟨S²⟩: 8.765
Relative energy (zero: lowest compared OMol25 entry of this formula, charge and spin) in kcal per mole: 0.0
E_LUMO (alpha / beta) in eV: 2.01 / 1.58

Geometry (Å):
Ru -0.11715 -0.36587 0.20464
Se 2.23695 1.30467 -0.88668
S -2.51485 -1.47628 0.33784
S 0.65150 -2.80371 -1.02295
F -0.17675 -4.62880 -3.66861
F 1.83445 -3.84628 -3.79468
F 0.52876 -3.75004 -5.50624
O -1.01868 1.37953 0.11670
N -4.14530 -0.67083 2.25793
N 1.77787 -0.97016 1.53521
N 2.76257 -0.07288 -3.49624
N -0.37631 -0.67042 -2.03872
N -0.67904 -0.62966 2.37084
N -1.95689 -0.45454 2.79463
C 2.65870 -0.89813 3.76357
C -0.45591 -1.39454 -4.65796
C -0.93662 -0.14734 -4.26866
C -0.92705 3.65342 -0.49149
C -0.86626 0.17012 -2.92899
C 0.56745 -3.61322 -4.15648
C 1.60919 -0.78310 2.85580
C 0.09169 -1.88684 -2.36014
C 4.05345 -1.50851 1.91621
C 2.56035 0.45613 -2.48903
C 3.89760 -1.26670 3.27363
C -0.09428 2.87958 1.75176
C -2.55054 2.79690 1.23637
C -1.13813 2.66869 0.66079
C 0.23906 -0.52921 3.26515
C 0.05860 -2.26925 -3.72395
C -2.83310 -0.83326 1.88515
C 2.96634 -1.33341 1.07000
H -0.97810 4.68785 -0.14451
H 2.50132 -0.72235 4.81667
H 5.00299 -1.80591 1.49853
H -0.46716 -1.68173 -5.69902
H 3.02339 -1.47522 -0.00089
H -0.27835 2.20702 2.58934
H 0.04282 3.47808 -0.95594
H -4.81972 -1.18101 1.71570
H -4.30817 -0.61071 3.25033
H -1.18722 1.12283 -2.51751
H -0.01023 -0.31193 4.29995
H -2.72844 3.80809 1.61036
H -3.28546 2.57976 0.46262
H -0.13826 3.90475 2.12841
H -1.70456 3.51080 -1.24102
H 4.73638 -1.37349 3.94749
H -1.32986 0.55526 -4.98541
H 0.91259 2.70834 1.36612
H -2.69163 2.09346 2.05341

Atoms 1-2, force components in eV/Å:
0.6 -0.2 -0.9
-0.1 -0.2 -0.3

Löwdin atomic charge list, values in e, 8 entries: atom 1 (Ru): 1.245, atom 2 (Se): 0.489, atom 3 (S): 0.557, atom 4 (S): 0.559, atom 5 (F): 0.115, atom 6 (F): 0.125, atom 7 (F): 0.102, atom 8 (O): -0.417